# 1
A molecular structure, C69H73ClGe2PPdS4Si, computed with the ωB97M-V functional and the def2-TZVPD basis.

Summary:
**DFT total energy**: -262291.4521 eV
**Maximum force**: 0.0147 Eh/bohr
**Relative energy (zero: lowest compared OMol25 entry of this formula, charge and spin)**: 0.0 kJ/mol
**M**: 1376.76 Da
**Total charge**: -1
**HOMO level**: -0.1546 Ha

Positions of all 152 atoms, in Å:
Pd -0.6260 1.4544 -1.9702
C 2.5789 -3.1783 6.1848
C 1.3998 -3.0626 5.2523
C 1.2737 -3.8868 4.1389
C 0.2074 -3.7673 3.2580
C 0.1150 -4.6796 2.0602
C -0.7762 -2.8003 3.5055
C -0.6784 -1.9704 4.6235
C -1.7413 -0.9527 4.9609
C 0.4166 -2.1123 5.4740
C -2.0753 -2.8480 2.7528
C -2.9275 -3.8266 3.2718
C -4.2168 -3.9871 2.8071
C -4.6706 -3.1311 1.8250
C -3.8459 -2.1483 1.2761
C -2.4997 -2.0067 1.7008
Ge -1.2809 -0.6981 0.7745
S -2.0814 -0.3039 -1.2107
S -0.6803 1.1294 1.9435
Ge 1.3006 0.8666 0.8672
S 1.5631 1.9455 -0.9880
S 0.8937 -1.3614 0.6641
C 2.9541 1.3950 1.8501
C 2.9260 2.5249 2.6883
C 4.1076 3.0697 3.1857
C 5.3356 2.5264 2.8518
C 5.3785 1.4313 2.0075
C 4.2103 0.8610 1.5011
C 4.4012 -0.3124 0.5877
C 4.4179 -1.5986 1.1268
C 4.1983 -1.8213 2.5960
C 4.6480 -2.6883 0.2891
C 4.8865 -2.5209 -1.0656
C 5.2026 -3.6984 -1.9512
C 4.8909 -1.2283 -1.5801
C 4.6760 -0.1169 -0.7745
C 4.7686 1.2651 -1.3667
C 1.6506 3.1970 3.0961
C 1.1478 4.2860 2.3815
C 1.8203 4.8333 1.1467
C -0.0402 4.8796 2.8142
C -0.7249 4.4271 3.9293
C -2.0376 5.0407 4.3429
C -0.1804 3.3678 4.6514
C 0.9971 2.7527 4.2563
C 1.5551 1.5941 5.0422
C -4.5613 -1.2368 0.3237
C -5.0046 -0.0033 0.7919
C -4.7075 0.4352 2.2044
C -5.6860 0.8460 -0.0762
C -5.9496 0.4836 -1.3881
C -6.6258 1.4357 -2.3412
C -5.5463 -0.7783 -1.8150
C -4.8533 -1.6442 -0.9827
C -4.3438 -2.9576 -1.5167
H 3.1795 -4.0599 5.9563
H 2.2549 -3.2465 7.2254
H 3.2271 -2.3030 6.1006
H 2.0328 -4.6400 3.9464
H 0.9210 -5.4147 2.0734
H 0.1961 -4.1051 1.1329
H -0.8380 -5.2101 2.0276
H -2.6774 -1.1452 4.4377
H -1.4115 0.0475 4.6762
H -1.9405 -0.9535 6.0350
H 0.4856 -1.4721 6.3507
H -2.5541 -4.4542 4.0734
H -4.8674 -4.7456 3.2263
H -5.6958 -3.1897 1.4773
H 4.0476 3.9367 3.8354
H 6.2517 2.9585 3.2373
H 6.3309 0.9953 1.7255
H 4.5421 -0.9751 3.1924
H 4.7228 -2.7181 2.9297
H 3.1354 -1.9536 2.7990
H 4.6543 -3.6880 0.7173
H 4.7779 -4.6215 -1.5524
H 6.2835 -3.8431 -2.0327
H 4.8096 -3.5505 -2.9577
H 5.0859 -1.0775 -2.6386
H 5.0526 1.2111 -2.4188
H 5.5092 1.8700 -0.8393
H 3.8097 1.7846 -1.2938
H 2.8437 4.4788 1.0396
H 1.8264 5.9256 1.1729
H 1.2833 4.5104 0.2529
H -0.4441 5.7121 2.2433
H -2.3072 5.8705 3.6885
H -1.9980 5.4130 5.3694
H -2.8401 4.3007 4.2899
H -0.6974 3.0003 5.5343
H 1.0360 1.4894 5.9963
H 2.6223 1.7179 5.2373
H 1.4361 0.6612 4.4833
H -4.7345 -0.4018 2.9034
H -5.4242 1.1883 2.5367
H -3.7101 0.8734 2.2742
H -6.0071 1.8201 0.2835
H -7.1900 2.1989 -1.8037
H -7.3100 0.9091 -3.0094
H -5.8870 1.9499 -2.9622
H -5.7410 -1.0802 -2.8410
H -4.5908 -3.0639 -2.5738
H -4.7633 -3.8101 -0.9795
H -3.2567 -3.0115 -1.4137
Cl 0.2634 2.9020 -4.2727
C 1.6211 1.9904 -4.8808
C 2.6392 2.6803 -5.5137
C 3.7335 1.9754 -5.9954
C 3.7941 0.5992 -5.8409
C 2.7571 -0.0758 -5.2066
C 1.6475 0.6061 -4.7156
P 0.2720 -0.1864 -3.8005
C 0.7736 -1.9323 -3.7076
C 0.5537 -2.8647 -4.7217
C 0.9303 -4.1880 -4.5433
C 1.5129 -4.5907 -3.3453
C 1.7265 -3.6667 -2.3318
C 1.3649 -2.3379 -2.5158
C -1.0484 -0.2520 -5.0765
C -2.2591 -0.8412 -4.6976
C -3.3228 -0.8972 -5.5855
C -3.2018 -0.3550 -6.8606
C -2.0078 0.2379 -7.2416
C -0.9366 0.2864 -6.3538
H 2.5798 3.7567 -5.6103
H 4.5375 2.5077 -6.4893
H 4.6511 0.0486 -6.2094
H 2.8125 -1.1497 -5.0735
H 0.0774 -2.5560 -5.6449
H 0.7531 -4.9106 -5.3306
H 1.7898 -5.6289 -3.2009
H 2.1542 -3.9711 -1.3841
H 1.5028 -1.6232 -1.7144
H -2.3694 -1.2434 -3.6952
H -4.2552 -1.3536 -5.2740
H -4.0358 -0.3921 -7.5515
H -1.9050 0.6671 -8.2315
H -0.0088 0.7489 -6.6689
C -3.4248 3.1758 -2.4644
Si -1.8900 3.2974 -1.4055
C -2.4820 3.6871 0.3071
C -0.9527 4.8203 -1.9737
H -4.0889 4.0126 -2.2141
H -3.9477 2.2365 -2.2695
H -3.1889 3.2205 -3.5319
H -3.0714 4.6126 0.2495
H -1.6573 3.8241 1.0054
H -3.1144 2.8914 0.6928
H -1.3776 5.6968 -1.4709
H -1.0440 4.9652 -3.0539
H 0.1105 4.7595 -1.7289

---

# 2
A molecular structure, C6Cs2F18LiN3O12S6 in a non-equilibrium geometry, computed with the ωB97M-V functional and the def2-TZVPD basis.

Summary:
**DFT total energy**: -150486.1163 eV
**Maximum force**: 0.1172 Eh/bohr
**Expectation value of S²**: 0.750
**M**: 1113.19 Da
**Multiplicity**: 2
**Total charge**: -1
**HOMO level (alpha / beta)**: -0.0969 / -0.2536 Ha

Positions of all 48 atoms, in Å:
Li 2.9292 -2.6312 2.4566
Cs 0.6761 -6.2995 0.0869
Cs 0.3954 1.4617 4.7887
C -2.4390 3.2466 1.2813
F -1.2371 2.6936 1.3462
F -2.9696 3.0650 0.0398
F -3.2511 2.7673 2.1413
S -2.1897 5.1802 1.5143
O -3.0784 5.7305 0.5514
O -2.5291 5.6025 2.8679
N -0.5207 5.4350 1.0592
S 0.3002 5.5088 2.3639
O 0.4696 6.8457 2.9054
O -0.0324 4.4059 3.2869
C 2.1184 5.1079 1.6631
F 1.9541 4.2214 0.7071
F 2.7121 6.2572 1.1500
F 2.8823 4.5046 2.5719
C -0.2425 -4.0397 -3.9070
F 0.3654 -3.9193 -2.7098
F -0.0904 -2.9329 -4.6533
F 0.2438 -5.1159 -4.4830
S -2.1348 -4.3172 -3.5333
O -2.8096 -4.3191 -4.8165
O -2.2042 -5.6172 -2.8490
N -2.5244 -2.9163 -2.5212
S -3.1903 -3.6146 -1.2735
O -4.3854 -4.4630 -1.5589
O -2.1924 -4.1661 -0.3809
C -3.9405 -1.9799 -0.2821
F -4.2278 -2.4583 0.9839
F -3.0763 -0.9565 -0.2609
F -5.0474 -1.6543 -0.9151
C 2.7203 -1.8740 -1.7656
F 4.0051 -1.7339 -1.3297
F 2.3361 -0.8053 -2.4353
F 2.5810 -2.9450 -2.5641
S 1.5090 -2.0064 -0.2500
O 0.2244 -1.3708 -0.5750
O 1.2963 -3.4223 -0.0190
N 2.4526 -1.3734 1.0449
S 2.2051 0.1493 0.9474
O 1.8928 0.7580 -0.3246
O 1.3499 0.6046 2.0975
C 3.9284 0.7137 1.3028
F 3.8407 2.0209 1.5696
F 4.2437 0.1759 2.4182
F 4.6809 0.4757 0.2616